A cluster of 2 separate species, C51H59F4N2 in total in a non-equilibrium geometry, computed with ωB97M-V/def2-TZVPD.

Structure (XYZ):
```
116
Properties=species:S:1:pos:R:3:forces:R:3:mulliken_charge:R:1
F -2.592 3.885 4.105 0.21 -1.23 0.08 -0.272
C -2.333 2.567 4.264 0.48 0.19 0.12 -0.020
C -3.378 1.669 4.396 -0.79 0.10 0.00 -0.234
C -3.127 0.319 4.556 -0.06 -0.25 -0.06 0.007
F -4.152 -0.560 4.638 0.89 0.84 -0.01 -0.275
C -1.828 -0.128 4.608 0.00 -0.81 0.10 -0.349
C -0.732 0.752 4.491 -0.41 0.30 -0.08 0.864
C 0.568 0.185 4.525 -0.04 0.45 -0.08 -0.255
C 1.867 0.755 4.505 0.48 0.33 0.10 0.867
C 2.962 -0.126 4.390 -0.05 -0.80 -0.07 -0.524
C 4.259 0.326 4.355 0.09 -0.21 0.00 -0.052
F 5.284 -0.550 4.250 -0.91 0.83 0.07 -0.266
C 4.510 1.683 4.440 0.76 0.10 -0.06 -0.222
C 3.468 2.583 4.582 -0.43 0.18 -0.09 0.010
F 3.730 3.908 4.675 -0.22 -1.23 -0.02 -0.264
C 2.169 2.129 4.622 -0.18 0.70 0.21 -0.574
C -1.031 2.117 4.302 0.15 0.73 -0.24 -0.609
H -4.393 2.019 4.358 -0.32 0.13 -0.03 0.507
H -1.659 -1.181 4.738 0.05 -0.34 0.02 0.415
H 0.568 -0.894 4.555 0.00 -0.28 0.01 0.340
H 2.793 -1.185 4.319 -0.06 -0.32 -0.04 0.490
H 5.524 2.038 4.406 0.33 0.13 0.01 0.503
H 1.407 2.855 4.819 -0.13 0.20 0.01 0.467
H -0.264 2.838 4.111 0.13 0.20 -0.03 0.444
C -2.416 -2.866 0.453 -0.42 -0.03 0.02 -0.805
C -2.830 -4.086 1.281 0.05 0.41 0.13 3.235
C -2.991 -3.582 2.739 -0.03 -0.28 -0.23 -2.712
C -4.207 -4.593 0.833 0.12 -0.07 -0.03 -1.764
C -1.792 -5.235 1.174 -0.46 0.13 -0.29 0.602
C -1.201 -5.612 2.372 -0.01 0.17 0.09 -0.426
C -0.427 -6.734 2.489 0.16 -0.08 0.15 -1.634
C -0.202 -7.504 1.383 0.00 -0.19 0.17 -0.555
C -0.678 -7.155 0.129 -0.28 0.08 -0.67 0.503
C -0.288 -8.156 -0.984 0.26 -0.13 -0.27 2.175
C -0.109 -7.472 -2.338 -0.16 -0.14 0.14 -1.630
C -1.340 -9.289 -1.047 0.06 0.12 0.13 -1.782
C 1.090 -8.809 -0.700 -0.23 0.04 0.15 -2.097
C -1.502 -5.991 -0.007 0.33 0.30 -0.20 -1.720
N -2.022 -5.577 -1.312 -0.61 0.10 -0.83 1.488
C -3.033 -6.386 -2.039 0.21 0.28 0.49 -1.006
C -3.022 -5.843 -3.473 0.48 0.52 -0.13 -0.162
N -2.275 -4.561 -3.404 -0.38 -0.60 1.23 1.345
C -2.343 -3.648 -4.545 0.32 0.22 -0.12 -2.151
C -3.510 -2.849 -4.756 -0.11 -0.60 0.36 1.071
C -4.814 -2.907 -3.929 -0.15 0.16 0.28 2.073
C -5.509 -1.523 -3.890 0.07 -0.18 -0.15 -2.041
C -4.575 -3.268 -2.460 -0.20 -0.21 -0.10 -1.242
C -5.785 -3.901 -4.605 0.13 0.10 -0.02 -1.928
C -3.560 -2.000 -5.850 -0.20 0.04 0.02 -0.462
C -2.516 -1.877 -6.727 0.15 0.14 -0.16 -1.689
C -1.399 -2.645 -6.543 0.00 0.04 -0.11 -0.229
C -1.275 -3.535 -5.489 -0.15 -0.80 0.37 0.771
C -0.021 -4.433 -5.590 0.50 0.02 0.20 2.029
C 1.216 -3.615 -6.042 -0.30 -0.01 -0.08 -1.855
C -0.311 -5.536 -6.623 -0.09 0.23 -0.02 -1.954
C 0.358 -5.092 -4.275 0.04 -0.14 -0.25 -1.309
C -1.613 -4.487 -2.136 1.12 0.29 -0.44 -0.477
C -0.603 -3.640 -1.752 -0.89 -0.82 -0.42 -0.213
C -0.094 -2.455 -2.421 0.01 0.24 -0.17 0.089
C -0.914 -1.552 -3.110 0.13 -0.21 0.48 -0.293
C -0.382 -0.476 -3.786 0.05 0.14 -0.12 -0.806
C 0.984 -0.268 -3.792 0.11 0.27 -0.21 -0.562
C 1.814 -1.126 -3.096 0.12 0.14 0.06 -0.900
C 1.285 -2.191 -2.402 -0.36 -0.17 -0.02 -0.448
H -2.467 -3.083 -0.607 0.10 0.18 0.27 -0.654
H -3.087 -2.027 0.638 -0.17 0.08 0.20 0.672
H -1.401 -2.549 0.695 0.07 0.00 -0.06 0.267
H -3.310 -4.384 3.407 0.02 0.04 0.07 0.471
H -2.060 -3.155 3.115 0.10 0.01 0.05 0.459
H -3.747 -2.799 2.796 -0.09 0.01 -0.25 0.474
H -4.517 -5.455 1.425 0.00 -0.04 0.07 0.385
H -4.963 -3.815 0.944 0.00 0.10 0.03 0.417
H -4.186 -4.889 -0.209 -0.03 0.02 -0.05 0.249
H -1.362 -5.040 3.268 -0.10 0.05 0.02 0.460
H -0.014 -7.016 3.444 0.07 -0.05 0.16 0.408
H 0.365 -8.408 1.517 0.07 -0.04 -0.09 0.231
H 0.558 -6.616 -2.233 -0.06 0.01 -0.04 0.449
H 0.322 -8.157 -3.068 0.08 -0.09 0.05 0.546
H -1.052 -7.137 -2.743 0.23 -0.03 -0.11 0.030
H -1.199 -9.992 -0.226 0.07 -0.01 0.06 0.451
H -2.356 -8.915 -0.949 -0.04 -0.02 -0.05 0.382
H -1.264 -9.847 -1.980 0.07 0.00 -0.06 0.378
H 1.060 -9.496 0.145 0.07 -0.01 -0.01 0.522
H 1.416 -9.396 -1.559 -0.12 0.04 -0.09 0.445
H 1.845 -8.047 -0.506 0.05 0.01 0.01 0.445
H -2.811 -7.451 -2.004 0.09 0.16 -0.12 0.063
H -4.006 -6.271 -1.558 -0.14 0.05 -0.11 0.702
H -2.509 -6.511 -4.171 0.05 -0.15 0.05 0.304
H -4.028 -5.703 -3.865 0.07 0.04 0.17 0.166
H -5.912 -1.234 -4.859 -0.01 0.05 0.06 0.532
H -6.351 -1.540 -3.198 0.01 -0.12 0.07 0.452
H -4.812 -0.752 -3.557 0.02 0.06 0.01 0.397
H -4.135 -4.248 -2.350 -0.22 0.19 0.20 -0.297
H -3.912 -2.540 -1.997 0.07 0.04 0.06 0.093
H -5.513 -3.270 -1.905 -0.15 0.14 -0.05 0.901
H -5.294 -4.830 -4.885 -0.02 -0.06 0.01 0.431
H -6.627 -4.141 -3.956 -0.04 0.05 0.10 0.415
H -6.184 -3.483 -5.530 0.02 0.09 -0.03 0.437
H -4.447 -1.427 -6.052 -0.10 0.07 0.09 0.298
H -2.578 -1.196 -7.560 -0.04 0.09 -0.16 0.429
H -0.616 -2.572 -7.277 0.16 -0.01 -0.01 0.260
H 1.334 -2.720 -5.430 -0.03 0.04 0.05 0.359
H 2.125 -4.208 -5.943 -0.05 -0.16 0.07 0.358
H 1.156 -3.310 -7.085 0.05 0.01 -0.04 0.517
H -1.140 -6.162 -6.292 -0.07 -0.07 0.02 0.302
H -0.580 -5.108 -7.588 -0.04 0.02 -0.07 0.419
H 0.561 -6.173 -6.770 0.10 0.00 0.08 0.445
H -0.494 -5.630 -3.882 0.44 -0.05 -0.13 -0.335
H 1.181 -5.793 -4.411 0.08 -0.06 -0.23 0.890
H 0.678 -4.353 -3.548 0.00 -0.17 -0.10 0.324
H -0.077 -3.936 -0.861 -0.03 -0.06 0.33 0.555
H -1.976 -1.708 -3.106 -0.20 0.08 0.07 0.895
H -1.030 0.194 -4.329 -0.13 0.09 -0.05 0.474
H 1.402 0.561 -4.341 0.06 0.11 -0.07 0.396
H 2.881 -0.969 -3.114 0.18 0.02 0.05 0.387
H 1.939 -2.871 -1.883 0.16 -0.19 0.15 0.417
```
Forces are in eV/Å.

Output
ΔE to the lowest compared entry with this formula, charge and spin (eV): 0.000
Charge: +1
Multiplicity: 1
Kohn-Sham gap (Eh): 0.0631
HOMO level (Eh): -0.308
Lowest unoccupied orbital energy (eV): -6.67